C22H33N11 | ωB97M-V/def2-TZVPD

Energy relative to the best compared isomer or geometry (same formula, charge and spin)   18.8 kcal per mole
Frontier orbital gap   11.6 eV
SMILES   CC#N.CC#N.CC#N.CC#N.CC#N.CC#N.CC#N.CC#N.CC#N.CC#N.CC#N
E_HOMO   -11.1006 eV

Positions of all 66 atoms, in Å:
H -13.0625 -2.3349 2.4129
H -15.8657 -2.3936 6.3137
H -22.9634 -0.6862 8.6442
H -20.6062 -6.7571 9.7392
C -19.6702 -6.1291 9.7491
H -12.4210 -4.7157 8.8394
H -14.2217 2.8012 6.2939
N -20.5343 -2.8406 3.3944
C -14.3479 -3.9435 8.7351
H -16.7277 -7.2424 3.8175
H -19.1352 0.2065 5.2739
H -17.2928 -3.0416 1.6180
C -19.7998 -5.0692 10.7816
C -21.4344 -3.3513 3.8817
C -14.6582 -1.0074 2.8526
N -15.2898 -3.4751 9.1311
N -17.0207 -5.2365 7.0188
N -19.0357 -0.3171 8.2219
N -22.0285 -0.1312 6.2042
H -24.1771 -1.8641 8.2415
H -19.3327 1.4804 6.5121
H -23.4510 -1.8468 9.8280
C -13.1710 -4.4528 8.0964
H -18.8574 -6.7607 10.0362
C -17.1461 -1.1881 0.7871
C -14.7505 1.8539 6.1649
H -12.7510 -3.6484 7.4757
H -16.7129 -1.4040 10.0380
N -21.2635 -3.3134 8.0593
H -23.0557 -4.6199 3.7138
H -17.6394 -6.3526 4.9811
N -16.1427 -4.3817 3.0820
C -17.7278 -1.7935 9.9448
C -13.7795 -1.6406 1.8719
C -22.1447 -2.6196 8.3491
H -17.5921 -2.2252 6.2182
C -21.0231 0.3805 6.0190
H -15.7495 1.9871 6.5759
H -18.2990 -6.6363 3.3914
H -18.8386 -2.3052 1.4655
N -19.8404 -4.2321 11.5659
H -13.4225 -5.3544 7.5031
H -19.6255 -5.6934 8.7521
H -14.4287 -2.2943 1.3128
C -18.4495 -0.9406 8.9774
H -17.6017 -1.6260 2.6698
C -22.6521 -3.9378 4.4496
C -17.4326 -6.4426 3.9509
H -23.4135 -3.1770 4.5481
N -13.6027 -0.0957 7.4366
H -13.2300 -0.9087 1.3122
H -22.3587 -4.3818 5.4797
H -17.6123 -2.7676 9.4869
H -14.8526 1.5565 5.1078
C -23.2454 -1.7109 8.7906
C -16.9219 -4.2243 6.4611
C -16.7512 -5.2592 3.4676
C -19.7783 1.0120 5.6905
C -16.7588 -2.8833 5.9034
N -15.3727 -0.5899 3.6635
C -17.7965 -2.1043 1.7018
H -18.3163 -1.9350 10.8423
H -19.8791 1.7232 4.9153
H -16.5818 -2.9945 4.8549
N -16.6946 -0.3847 0.0800
C -14.1143 0.7731 6.8787

Here are the Löwdin charges for atoms 1 to 6, given in e: number 1, H, carries 0.11; number 2, H, carries 0.07; number 3, H, carries 0.05; number 4, H, carries 0.09; number 5, C, carries -0.07; number 6, H, carries 0.08

---

C22H33N3O4S | ωB97M-V/def2-TZVPD

Energy relative to the best compared isomer or geometry (same formula, charge and spin)   273.2 kcal per mole
Frontier orbital gap   7.2 eV
SMILES   CNCc1cc(S)cc2ncc(C[C@@H]3CO3)nc12.CC(C)=O.CC(C)=O.CC(C)=O
E_HOMO   -7.9672 eV

Positions of all 63 atoms, in Å:
H 7.3931 -4.1884 -0.1247
H -1.4852 3.6197 -1.3275
H -1.5722 -2.4295 2.9295
H 2.6145 1.1385 -0.7386
H 1.8079 4.6502 -2.8713
N 0.9273 -1.4800 0.5648
C -1.1616 -0.2233 2.3275
C -1.2145 -1.9142 1.9679
C 3.0823 -1.0356 -0.7715
H 0.4306 0.2941 -1.1836
H -1.9330 2.8171 -2.8461
C 0.8182 -0.8694 -2.9121
H -4.2940 4.8948 -3.5848
H -3.9907 -5.8787 4.7698
H -4.2322 -2.6479 2.0004
H 3.2296 0.5778 -2.3728
C -3.2778 5.0758 -3.9415
C 4.3797 -3.5300 0.5114
H 2.5114 3.1939 -2.1400
C 2.8766 -3.1888 0.9014
O -1.5965 5.8527 -2.4495
H 0.1651 5.6532 0.4298
H 0.3278 6.1972 -1.2512
C 2.2632 -1.9200 0.2591
C 0.9266 -3.6058 2.0810
H -3.2000 3.3357 -1.6888
C -2.2300 3.5828 -2.1261
N 1.1115 0.2167 -1.9455
H 4.8732 -4.4601 0.9781
H 0.2879 -4.2277 2.8174
C 0.2621 -2.3205 1.5039
H 1.5577 -1.7402 -2.9231
H -3.0274 4.3764 -4.7421
N 2.2404 -4.1008 1.8165
H -1.9630 -1.9481 1.1010
C 4.5640 -1.4339 -1.1190
C 2.5238 0.2709 -1.5048
S 6.9940 -3.0761 -0.8566
H 0.4541 1.3030 2.6557
H 1.0118 -0.5022 3.4258
O -1.1690 0.1342 3.8017
H -1.6556 0.5300 1.5302
H -3.2209 6.0933 -4.3349
H -4.9321 -4.1914 1.4727
C 0.2501 0.2706 3.0888
C 2.2689 4.2452 -1.9678
H 0.7749 -0.4488 -3.9943
C -4.7962 -3.5244 2.3268
C -2.3016 4.9248 -2.8053
C -4.0325 -4.2330 3.4138
H -0.2488 -1.2768 -2.7094
C 1.3103 4.3518 -0.8107
O 0.9208 3.3593 -0.2167
H 3.1903 4.7849 -1.7380
C 0.8517 5.7287 -0.4166
O -2.9563 -3.8178 3.8049
H -4.7798 -6.2283 3.2188
C 5.2371 -2.6828 -0.4553
H -5.6131 -5.2319 4.4538
H 1.7098 6.3357 -0.1180
H -5.7652 -3.1950 2.7078
H 5.1516 -0.7827 -1.8705
C -4.6504 -5.4748 3.9987

Here are the Löwdin charges for atoms 1 to 6, given in e: number 1, H, carries -0.12; number 2, H, carries 0.07; number 3, H, carries 0.09; number 4, H, carries 0.12; number 5, H, carries 0.09; number 6, N, carries 0.12

---

C22H33N8O | ωB97M-V/def2-TZVPD

Frontier orbital gap   8.2 eV
Total charge   +1
E_HOMO   -12.7051 eV

Positions of all 64 atoms, in Å:
H 0.5592 -0.6813 5.3216
H -0.4667 3.4212 4.4851
H -3.3959 0.0880 -7.0296
H -1.1512 -5.0504 -3.6569
C 2.4343 3.0512 10.5952
H 1.0263 0.8627 2.3557
N -3.3496 -3.6265 7.6147
H -1.9245 -0.7891 7.5620
N 1.9612 1.6330 -8.6356
O -1.0889 0.7065 4.0670
H 2.4464 -0.1403 6.7063
H 2.0807 -0.6301 -8.6259
H 0.4599 2.5992 2.0825
H 2.2792 -0.7737 -6.8901
C -2.6712 -2.7561 7.3000
H 1.5577 4.2272 5.9577
N 3.3909 4.5000 8.6450
H 3.0500 2.3967 7.0528
C -0.0777 1.2411 4.7988
C -4.2264 -0.9717 -5.3938
C 0.0917 1.2443 0.4038
H -0.3395 -2.6102 -2.3655
N 1.4026 -3.8742 -5.1318
C 1.8312 0.6654 6.2279
N -4.1788 -1.3478 -4.3092
H -1.8159 0.5625 2.1231
H -5.1514 0.1482 -6.9398
H 3.0221 2.1441 10.7454
C 0.1541 1.5394 -10.5158
H -0.2746 2.1888 -0.0745
H 0.6055 1.3825 -11.4968
H -2.0338 -1.3106 5.8854
H 2.4370 3.6012 11.5374
H -0.7538 -1.9358 6.9213
H 0.2407 -5.5870 -2.7234
C 1.3373 3.1402 5.8221
C 0.1920 2.6700 4.9985
C 1.1662 1.5921 -9.4641
C 2.1779 2.0674 6.4432
N 0.7533 0.3219 5.4319
C -1.8076 -1.6486 6.8994
C 0.7246 -4.5685 -4.5181
C 0.8951 -0.8864 -2.3515
C -0.1390 -5.4511 -3.7376
C -1.1912 1.2840 2.7292
N -0.7438 -1.5363 -7.4875
H -0.2151 -6.4397 -4.1926
H -1.7712 2.2517 2.7281
H -0.4193 2.4663 -10.5648
H -0.5538 0.7257 -10.3478
H -4.3474 -1.3180 -7.4820
C 1.8346 -1.2471 -7.7662
C 0.1828 1.5075 1.9897
H 1.1600 1.0875 0.0795
C 0.3907 -1.4064 -7.6155
H -0.0441 -1.9124 -3.9519
H 2.3326 -2.2088 -7.9025
N 1.7641 -0.2713 -1.9197
H 1.4052 2.7452 10.3993
C -0.2093 -1.6683 -2.9012
C -4.2835 -0.4919 -6.7727
H -0.5360 0.3420 0.1911
C 2.9691 3.8606 9.5025
H -1.1549 -1.1260 -2.8388

Here are the Löwdin charges for atoms 1 to 6, given in e: number 1, H, carries 0.17; number 2, H, carries 0.14; number 3, H, carries 0.07; number 4, H, carries 0.08; number 5, C, carries -0.07; number 6, H, carries 0.12

---

C22H33N9OSScSiTe | ωB97M-V/def2-TZVPD

Energy relative to the best compared isomer or geometry (same formula, charge and spin)   9.2 kcal per mole
Frontier orbital gap (spin up / spin down)   5.3 / 7.7 eV
Expectation value of S²   0.769
E_HOMO (spin up / spin down)   -5.1222 / -7.5536 eV
Multiplicity   2

Positions of all 69 atoms, in Å:
H -3.9047 -0.9428 1.9568
H 1.8323 -4.3203 -1.7747
H -0.5947 -1.8521 -2.1738
C -0.2199 0.9452 2.5397
C -3.0623 4.3581 0.8478
H -2.7802 6.1690 -0.2892
C 4.7501 -0.8449 -1.5354
C 1.9905 -3.1427 2.0451
H 0.2604 -0.7925 -3.0835
H -4.9246 -3.7241 -0.7324
Te -3.7096 -1.3141 -0.7051
H -1.5396 -0.9840 4.4952
H -1.4788 5.0434 -2.0637
C -2.5935 5.1051 -0.2353
H 1.7410 3.2272 -0.7763
H 0.1986 3.2517 3.7976
C -1.5946 3.1119 -1.1716
C 4.4751 0.3092 -2.2623
C -0.9543 -1.0460 2.4691
S -0.6468 2.2805 -2.3290
H 3.0443 -2.8566 2.0511
H 2.0305 5.1991 0.6271
Sc 0.0744 0.3924 -0.5544
H -5.2001 -2.0323 1.4283
H -0.6789 -4.4037 -0.4439
Si 1.2788 -3.0942 0.3123
H -3.6088 4.8105 1.6612
H 3.2414 -4.3504 -0.7101
H 3.9631 -2.3694 -0.2602
C -4.3041 -3.2274 -1.4757
N 1.3218 -1.5092 -0.3743
H 5.2490 0.8161 -2.8212
H -4.8888 -3.1076 -2.3844
N -0.6790 0.7316 3.7626
H 3.4414 2.1371 -3.8959
H 1.9189 -4.1457 2.4745
H -1.2573 -2.0377 2.1824
C 2.4351 -0.9751 -0.9173
H -1.3795 -0.5875 -2.9130
C 1.5502 4.3182 1.0343
H 1.8578 -5.3808 -0.3705
C -1.8736 4.4861 -1.2277
N -2.0945 2.4259 -0.1116
H -1.2251 -2.8253 0.1013
C -4.1417 -1.8042 1.3344
H -0.8209 -4.0944 1.2741
C -2.7919 3.0211 0.8800
C 3.7534 -1.4882 -0.8481
H 1.8404 2.2455 -3.1366
O -1.8720 1.1198 -0.0047
C 2.9015 2.1082 -2.9494
H 1.4641 -2.4494 2.7052
H 3.2494 2.9584 -2.3590
C 1.4045 3.2165 0.2509
N -0.3787 -0.1409 1.7133
H -3.4274 -3.8376 -1.6780
N 0.8025 2.0621 0.6753
H -3.0782 2.3367 1.6645
C 3.1931 0.8235 -2.2311
H -3.5460 -2.6581 1.6521
C -0.5297 -3.6384 0.3232
N -1.1368 -0.5386 3.6900
N -0.5275 -0.8793 -2.4503
C 0.3917 2.1357 2.0091
H 5.7612 -1.2338 -1.5099
C 0.5559 3.2785 2.7729
N 2.2035 0.1999 -1.5707
N 1.1154 4.3964 2.3310
C 2.1533 -4.3909 -0.7319

Here are the Löwdin charges for atoms 1 to 6, given in e: number 1, H, carries -0.01; number 2, H, carries 0.03; number 3, H, carries 0.03; number 4, C, carries -0.31; number 5, C, carries -0.05; number 6, H, carries 0.11

---

C22H34B2F4N9O6Sc | ωB97M-V/def2-TZVPD

Energy relative to the best compared isomer or geometry (same formula, charge and spin)   52.1 kcal per mole
Frontier orbital gap (spin up / spin down)   3.0 / 2.6 eV
Total charge   +2
E_HOMO (spin up / spin down)   -13.1549 / -13.1550 eV

Positions of all 78 atoms, in Å:
C 0.4977 -3.5319 0.9384
C -0.6628 4.5457 -0.3790
H 3.7100 2.6404 -1.7601
O -1.5742 0.5630 -2.1940
H 0.8832 1.4599 -4.3987
O -1.8909 -1.6685 -1.1700
H 2.8564 2.6345 -3.3203
O 0.2219 2.0359 1.5856
N 1.9276 1.2201 -0.5502
H -3.7963 3.3367 -3.3763
H -1.9147 -4.2817 -1.1595
H -4.1602 2.9089 -0.8451
H 3.3062 -2.0258 -0.3483
H 1.3721 4.6320 0.2819
C -0.3456 3.1008 1.7298
H 2.4554 3.8300 -2.0878
H 1.0349 -6.8710 0.9714
N -0.0163 -3.4928 2.2970
C -0.4404 -2.3660 2.9707
O 3.0669 1.4599 0.1295
H 2.3357 -5.8537 1.5705
C -0.6574 -3.0495 0.0365
C -1.3439 4.6437 -1.5860
H -2.7754 4.7293 -3.7985
N -0.3565 -1.1736 2.4763
H 2.2712 -5.3036 -0.8814
H 0.9714 5.7297 -1.0637
C 1.2525 -5.9041 1.4233
H -1.6010 -4.9234 0.4667
C -1.2557 3.6995 0.5596
H -1.1920 -1.8904 4.8193
C -3.1835 3.3496 -0.7182
C 0.6083 5.2805 -0.1432
C 0.2319 2.0130 -3.7182
H 0.6552 -5.8664 -1.2986
O -0.4915 3.9793 2.5413
H -2.8064 1.7656 2.0242
C 1.8219 -2.7134 0.9367
N -0.3454 0.8747 -1.6031
H 0.4647 3.0714 -3.8291
H 0.4467 6.0829 0.5786
Sc 0.1082 0.1463 0.6419
H 0.7724 -5.8620 2.3968
C 2.7497 2.7942 -2.2506
H -3.2656 3.3822 2.5304
H 3.4902 -2.2943 2.2003
C 2.8590 -3.1458 1.9444
F -1.6596 0.4487 0.7014
N -0.6952 -1.8711 -0.4630
H -0.4538 -4.3485 2.6091
F 4.3568 -0.4834 0.3733
H -2.7106 -3.5413 0.1918
H 1.0474 -4.1393 -1.4081
H 2.4081 -3.5202 2.8583
N 2.2889 -2.1287 -0.2779
N -0.9529 -2.6393 4.1912
B -2.2464 -0.5676 -1.8703
H 3.4987 -3.9166 1.5124
C 1.7513 1.8615 -1.6593
H -0.9068 5.2401 -2.3741
H -4.3208 2.4524 1.4402
F 4.0694 0.8968 2.1554
C -2.5777 3.2518 0.5263
C -2.5972 4.0514 -1.7719
H -0.8863 -3.5533 4.6085
F -3.4438 -0.6587 -2.4112
N 1.6394 -1.3045 0.6550
H -0.7015 -0.4882 3.1562
H -4.2224 4.9368 -2.8115
C 0.4754 1.5593 -2.3247
C -3.2904 2.6835 1.6951
C -1.7771 -4.0209 -0.1084
H -0.7994 1.8282 -4.0117
C 1.2102 -5.0493 -0.8375
C -3.3770 4.2759 -3.0162
B 3.5176 0.3656 1.0569
N 0.7723 -4.8897 0.5277
O 2.2903 -0.4195 1.5172

Here are the Löwdin charges for atoms 1 to 6, given in e: number 1, C, carries -0.33; number 2, C, carries -0.14; number 3, H, carries 0.10; number 4, O, carries 0.13; number 5, H, carries 0.12; number 6, O, carries 0.13

---

C22H34BN6O3Pt | ωB97M-V/def2-TZVPD

Energy relative to the best compared isomer or geometry (same formula, charge and spin)   0.0 kcal per mole
Frontier orbital gap (spin up / spin down)   8.5 / 6.6 eV
Expectation value of S²   2.004
Total charge   +1
E_HOMO (spin up / spin down)   -10.5511 / -10.6184 eV
Multiplicity   3

Positions of all 67 atoms, in Å:
H 0.5236 -2.4104 1.4586
N -1.8642 0.3688 2.4170
O -2.8450 -1.0192 -1.0606
C -6.4442 -0.9018 -1.8591
H -0.3597 3.2163 -2.1880
C 2.2011 0.0092 3.0054
H -7.4390 0.8693 -2.5355
Pt -0.1925 0.4875 -0.5974
C 2.5585 0.1225 -1.7175
H 5.6361 0.6403 -1.7819
H 1.7426 -2.3532 -2.2589
C -5.2521 -1.5008 -1.4531
H -3.7477 -0.0440 3.2816
H 1.5725 0.2935 3.8448
C 3.7666 -0.6986 0.8474
H 2.7394 1.3464 -3.9620
H 1.3112 -2.4941 3.0450
H -2.9599 -1.4292 2.5058
C -4.1846 0.6320 -1.8130
H -2.3852 1.9171 1.0608
H -2.6522 2.2623 2.7749
H 4.2774 1.7585 0.1880
H 5.0254 1.7063 -3.0550
C -1.0939 -1.6033 4.3213
H 4.3683 -1.0010 -0.0045
H -7.3488 -1.4946 -1.8895
H 0.3719 -1.4011 -2.8283
H 2.6485 2.2736 -0.2921
H -1.0043 2.2532 2.1237
N -0.5326 -1.4294 2.9846
H -3.6829 -0.1617 1.5139
H -5.2013 -2.5440 -1.1637
C 4.3131 -0.7044 2.1205
O 0.2564 3.0209 -1.4690
C 2.2989 0.3720 -4.1446
H 4.6977 -0.0353 -3.1209
H -1.7494 -2.4764 4.3613
C -1.9788 1.7782 2.0679
C -3.1351 -0.3605 2.4372
C 2.4457 -0.3059 0.6356
C 1.4238 -1.6202 -2.9954
C -4.1360 -0.6979 -1.4408
N 0.2600 0.2356 1.5109
C 3.5333 -0.3194 3.2061
C -0.6795 -0.2790 2.2865
N 1.8611 -0.2356 -0.6453
H 4.0613 2.9454 -1.1108
C 0.3498 -2.4979 2.5286
B -2.1078 0.1553 -1.1889
H -0.1451 -3.4502 2.7213
H -5.3722 2.2858 -2.4931
N 3.5779 1.0135 -1.6818
H 1.2808 0.5194 -4.5164
C -5.3525 1.2396 -2.2103
H -1.6567 -0.7230 4.6143
H 1.5384 -2.0435 -3.9920
H 2.8755 -0.1435 -4.9126
C -6.4939 0.4400 -2.2292
H 0.0420 3.6576 -0.7758
C 1.6364 -0.0355 1.7326
H -0.2820 -1.7553 5.0368
H 3.9597 -0.2769 4.2021
N 2.2563 -0.4206 -2.9149
H 5.3448 -1.0048 2.2638
C 3.6477 2.0460 -0.6549
O -2.9216 1.1856 -1.6820
C 4.7972 0.8205 -2.4595

Here are the Löwdin charges for atoms 1 to 6, given in e: number 1, H, carries 0.10; number 2, N, carries -0.13; number 3, O, carries 0.11; number 4, C, carries -0.08; number 5, H, carries 0.06; number 6, C, carries -0.03

---

C22H34ClNO3P2Tc | ωB97M-V/def2-TZVPD

Frontier orbital gap (spin up / spin down)   6.9 / 7.0 eV
Expectation value of S²   3.795
E_HOMO (spin up / spin down)   -6.4017 / -7.3369 eV
Multiplicity   4

Positions of all 64 atoms, in Å:
C -4.6206 -1.9376 -1.5733
O 2.3231 -0.0150 2.2193
P -1.0458 0.7665 1.9805
H -0.8771 1.6027 4.2453
H 3.7504 2.9718 0.4277
C 1.6350 2.6369 0.2751
H 3.1796 -1.8863 -0.9436
C 5.0095 -4.1616 3.1280
H -3.4083 -4.7696 -0.0723
H 1.2236 3.9691 -1.3818
H -1.4492 -3.2497 0.2917
H -3.5228 -0.0582 -1.7379
C -4.5781 -3.2611 -1.1030
C -2.3855 -1.5610 -0.6802
H -3.2005 -0.3252 1.7264
O 0.6966 1.7291 -0.3020
C 0.5345 -2.4280 -2.4490
C 1.3673 4.0224 -0.2969
H -1.1764 3.0583 1.1767
H 0.5552 -3.1840 -1.6537
H -0.1318 0.3856 -3.4120
C 3.0683 2.1934 0.0554
Cl 6.1700 -5.3350 3.5978
H 0.1454 0.1510 3.9827
H -2.0265 -1.3603 2.5823
C -2.4097 -0.3375 2.4855
C -0.1908 1.1014 3.5510
C 3.9355 -4.5396 2.3078
N -1.3290 -0.7568 -0.4272
H 0.4722 4.4527 0.1627
H 1.3136 1.3059 -2.9057
H 4.2507 -0.8605 3.5378
O 1.1355 -1.6306 1.2025
H 3.3771 -1.3581 -2.6418
H -2.8139 -0.0063 3.4496
H -0.5015 -2.3001 -2.7874
H 1.1539 -2.7668 -3.2906
H -5.4274 -3.9254 -1.2611
C 4.1788 -1.8932 3.2002
Tc 0.2356 -0.0756 0.2130
H 2.2216 4.6728 -0.0819
H -2.3702 2.7290 2.4847
C -1.8944 2.3299 1.5777
H 5.9603 -2.5701 4.2304
H 1.4513 2.6718 1.3702
H 3.8465 -5.5680 1.9753
C -3.4462 -3.7418 -0.4341
C 3.1158 -2.2712 2.3748
C -3.5418 -1.0918 -1.3795
C 0.9417 0.3131 -3.1912
H 3.4460 -0.1577 -1.3091
C 5.1294 -2.8394 3.5803
H 3.2691 1.2734 0.6123
H 0.6878 1.7285 3.3670
C 2.9700 -1.0819 -1.6609
P 1.1713 -0.8399 -1.8039
C 2.1536 -1.2186 1.9443
H 2.1285 -3.8636 1.3201
C 2.9804 -3.5919 1.9395
H 1.4776 -0.0578 -4.0761
H -5.5033 -1.5674 -2.0954
H -2.6594 2.1287 0.8162
C -2.3555 -2.9149 -0.2236
H 3.2714 2.0414 -1.0152

Here are the Löwdin charges for atoms 1 to 6, given in e: number 1, C, carries -0.11; number 2, O, carries -0.02; number 3, P, carries 0.72; number 4, H, carries 0.04; number 5, H, carries 0.08; number 6, C, carries -0.55